Record 1
Density functional theory data (ωB97M-V with the def2-TZVPD basis set) for an isolated ion of composition C5H12N and charge +1.

Atoms and positions in Å:
C -1.847 0.070 0.407
C -0.847 -1.091 0.570
C 0.491 -0.791 -0.074
C 1.353 0.068 0.480
C 2.706 0.362 -0.082
N -1.663 0.740 -0.951
H -2.898 -0.183 0.488
H -1.561 0.831 1.131
H -0.678 -1.169 1.640
H -1.306 -2.027 0.270
H 0.908 -1.499 -0.780
H 1.036 0.571 1.394
H 2.877 1.436 -0.103
H 3.514 -0.095 0.485
H 2.752 0.015 -1.111
H -1.715 1.751 -0.823
H -0.729 0.514 -1.317
H -2.392 0.497 -1.624

HOMO-LUMO gap ... 10.1 eV
Total energy ... -252.1919 hartree
SMILES string ... C/C=C/CC[NH3+]
Energy above the lowest of the compared OMol25 structures with the same formula, charge and spin ... 102.9 kJ/mol
Total charge ... +1
HOMO level ... -0.5011 Eh
E_LUMO ... -3.54 eV

Taken from the natural (NBO) analysis, the atomic charges in e are: atom 1 (C): -0.207, atom 2 (C): -0.462, atom 3 (C): -0.319, atom 4 (C): -0.091, atom 5 (C): -0.659, atom 6 (N): -0.688, atom 7 (H): 0.239, atom 8 (H): 0.222, atom 9 (H): 0.249, atom 10 (H): 0.241, atom 11 (H): 0.233, atom 12 (H): 0.195, atom 13 (H): 0.234, atom 14 (H): 0.249, atom 15 (H): 0.222, atom 16 (H): 0.442, atom 17 (H): 0.458, atom 18 (H): 0.442

---

Record 2
Density functional theory data (ωB97M-V with the def2-TZVPD basis set) for C43H19BF19GeHfN7O4S as an isolated structure.

Atoms and positions in Å:
Hf -0.112 -0.079 -0.241
O 5.197 4.486 -1.992
C 5.230 3.768 -0.990
O 6.044 3.638 -0.071
C 3.942 2.887 -0.791
C 2.859 2.984 -1.650
C 1.718 2.239 -1.400
N 1.653 1.348 -0.393
C 2.720 1.230 0.426
C 3.850 2.015 0.282
C 2.558 0.283 1.537
C 3.580 -0.001 2.443
C 3.325 -0.861 3.491
C 2.061 -1.423 3.615
C 1.107 -1.118 2.666
N 1.344 -0.285 1.643
C 0.452 2.468 -2.122
C 0.322 3.419 -3.128
C -0.940 3.723 -3.606
C -2.037 3.087 -3.050
C -1.822 2.112 -2.093
N -0.606 1.787 -1.658
H 2.946 3.687 -2.464
H 4.690 1.995 0.962
H 4.552 0.450 2.323
H 4.103 -1.091 4.205
H 1.817 -2.095 4.424
H 0.117 -1.550 2.701
H 1.190 3.932 -3.510
H -1.063 4.464 -4.383
H -3.046 3.319 -3.357
H -2.642 1.567 -1.646
O -0.992 1.460 0.965
N -2.124 1.260 1.553
N -2.342 0.033 1.724
O -1.458 -0.846 1.323
C -3.571 -0.424 2.291
C -4.257 0.397 3.175
C -5.461 -0.054 3.689
C -5.956 -1.299 3.326
C -5.250 -2.103 2.444
C -4.045 -1.671 1.915
H -3.855 1.360 3.447
H -6.011 0.569 4.379
H -6.896 -1.642 3.733
H -5.641 -3.067 2.154
H -3.496 -2.263 1.202
F 2.590 -0.978 -1.634
B 1.744 -1.238 -2.742
F 0.463 -0.575 -2.322
F 2.167 -0.614 -3.860
F 1.487 -2.567 -2.872
F -1.604 -4.045 -4.419
C -0.936 -2.972 -4.874
C -1.314 -1.702 -4.478
C -0.558 -0.650 -4.965
F -0.886 0.601 -4.593
C 0.500 -0.820 -5.838
F 1.178 0.223 -6.301
C 0.851 -2.110 -6.218
F 1.872 -2.308 -7.041
C 0.132 -3.193 -5.729
F 0.472 -4.431 -6.082
Ge -2.853 -1.338 -3.320
S -2.354 -1.013 -1.227
C -3.972 0.139 -4.054
C -4.960 0.688 -3.253
F -5.153 0.208 -2.015
C -5.785 1.721 -3.668
F -6.712 2.223 -2.852
C -5.650 2.221 -4.955
F -6.435 3.206 -5.377
C -4.698 1.673 -5.802
F -4.577 2.131 -7.046
C -3.889 0.643 -5.345
F -3.030 0.126 -6.221
C -4.111 -2.868 -3.409
C -4.689 -3.127 -4.642
F -4.304 -2.397 -5.705
C -5.628 -4.121 -4.854
F -6.147 -4.330 -6.062
C -6.020 -4.907 -3.780
F -6.923 -5.866 -3.947
C -5.457 -4.688 -2.533
F -5.822 -5.446 -1.498
C -4.512 -3.684 -2.368
F -3.995 -3.541 -1.141
N 1.730 -2.860 0.035
C 1.706 -4.161 0.342
C 0.385 -4.523 0.497
C -0.339 -3.359 0.228
N 0.484 -2.355 -0.061
H 2.493 -2.318 -0.357
H 2.615 -4.731 0.406
H -0.001 -5.492 0.747
H -1.401 -3.193 0.216

HOMO-LUMO gap ... 6.5 eV
Total energy ... -6780.0581 hartree
Energy above the lowest of the compared OMol25 structures with the same formula, charge and spin ... 0.0 kJ/mol
Total charge ... 0
HOMO level ... -0.3011 Eh
E_LUMO ... -1.67 eV

Taken from the Mulliken analysis, the atomic charges in e are: atom 1 (Hf): 1.404, atom 2 (O): -0.712, atom 3 (C): 0.348, atom 4 (O): -0.721, atom 5 (C): -0.842, atom 6 (C): -1.461, atom 7 (C): 0.978, atom 8 (N): 0.453, atom 9 (C): 1.575, atom 10 (C): -1.271, atom 11 (C): 0.571, atom 12 (C): -0.981, atom 13 (C): -0.609, atom 14 (C): -1.064, atom 15 (C): -0.269, atom 16 (N): 0.293, atom 17 (C): 0.455, atom 18 (C): -0.768, atom 19 (C): -0.998, atom 20 (C): -0.844, atom 21 (C): -0.776, atom 22 (N): 0.543, atom 23 (H): 0.706, atom 24 (H): 0.667, atom 25 (H): 0.471, atom 26 (H): 0.473, atom 27 (H): 0.486, atom 28 (H): 0.587, atom 29 (H): 0.500, atom 30 (H): 0.479, atom 31 (H): 0.517, atom 32 (H): 0.959, atom 33 (O): -0.259, atom 34 (N): -0.952, atom 35 (N): 1.000, atom 36 (O): -0.274, atom 37 (C): -0.011, atom 38 (C): -0.393, atom 39 (C): -0.627, atom 40 (C): -0.475, atom 41 (C): -0.966, atom 42 (C): 0.421, atom 43 (H): 0.510, atom 44 (H): 0.401, atom 45 (H): 0.409, atom 46 (H): 0.453, atom 47 (H): 0.252, atom 48 (F): -0.411, atom 49 (B): -0.431, atom 50 (F): 0.899, atom 51 (F): -0.333, atom 52 (F): -0.349, atom 53 (F): -0.382, atom 54 (C): 0.505, atom 55 (C): -0.198, atom 56 (C): 0.226, atom 57 (F): -0.397, atom 58 (C): -0.091, atom 59 (F): -0.379, atom 60 (C): 0.866, atom 61 (F): -0.341, atom 62 (C): 0.130, atom 63 (F): -0.338, atom 64 (Ge): 1.662, atom 65 (S): -0.846, atom 66 (C): 0.145, atom 67 (C): 0.591, atom 68 (F): -0.330, atom 69 (C): 0.277, atom 70 (F): -0.325, atom 71 (C): 0.655, atom 72 (F): -0.322, atom 73 (C): 0.287, atom 74 (F): -0.319, atom 75 (C): -0.235, atom 76 (F): -0.346, atom 77 (C): 0.113, atom 78 (C): 0.146, atom 79 (F): -0.319, atom 80 (C): -0.021, atom 81 (F): -0.292, atom 82 (C): 0.770, atom 83 (F): -0.300, atom 84 (C): -0.246, atom 85 (F): -0.300, atom 86 (C): -0.212, atom 87 (F): -0.118, atom 88 (N): 0.138, atom 89 (C): -0.505, atom 90 (C): -1.091, atom 91 (C): -0.696, atom 92 (N): 0.814, atom 93 (H): 0.119, atom 94 (H): 0.519, atom 95 (H): 0.488, atom 96 (H): 0.484

---

Record 3
Density functional theory data (ωB97M-V with the def2-TZVPD basis set) for a 12-piece molecular cluster, C36H96O36S12 overall.

Atoms and positions in Å:
O -1.687 -1.708 8.875
S -1.540 -3.151 8.857
O -0.390 -3.755 8.152
O -1.357 -3.569 10.443
C -2.344 -3.218 11.430
C -2.148 -4.077 12.625
C -3.225 -3.972 8.397
H -3.338 -3.421 11.032
H -2.330 -2.189 11.790
H -2.892 -3.846 13.388
H -1.151 -3.855 13.005
H -2.104 -5.144 12.405
H -3.159 -4.215 7.336
H -4.069 -3.321 8.626
H -3.304 -4.880 8.994
O -12.845 -5.049 6.290
S -12.622 -5.613 4.976
O -13.067 -4.931 3.752
O -10.955 -6.017 4.889
C -10.199 -5.441 3.841
C -9.934 -3.906 3.896
C -13.229 -7.318 5.088
H -10.637 -5.601 2.856
H -9.258 -5.986 3.920
H -10.670 -3.237 3.450
H -8.948 -3.560 3.587
H -9.852 -3.716 4.966
H -12.692 -7.891 4.332
H -14.300 -7.382 4.897
H -13.049 -7.759 6.068
O 1.007 -1.054 0.142
S 0.885 0.396 0.432
O 1.447 1.404 -0.409
O -0.793 0.753 0.451
C -1.678 -0.191 0.857
C -2.849 -0.332 -0.131
C 1.243 0.707 2.192
H -1.992 0.044 1.874
H -1.211 -1.175 0.883
H -3.386 0.565 -0.440
H -3.770 -0.896 0.013
H -2.465 -0.603 -1.114
H 0.513 0.169 2.797
H 1.213 1.776 2.402
H 2.252 0.364 2.421
O 0.857 2.857 -9.121
S 0.621 2.026 -7.974
O -0.760 1.510 -7.792
O 1.770 0.835 -7.886
C 1.927 0.068 -6.728
C 2.819 -1.148 -6.937
C 1.006 2.984 -6.371
H 0.931 -0.089 -6.313
H 2.460 0.646 -5.973
H 3.001 -1.618 -5.970
H 3.705 -0.813 -7.476
H 2.339 -1.817 -7.650
H 0.546 3.972 -6.341
H 2.073 3.097 -6.178
H 0.578 2.371 -5.579
O 6.673 6.652 -6.014
S 7.196 5.762 -7.054
O 8.463 6.033 -7.755
O 7.296 4.233 -6.442
C 8.353 3.997 -5.527
C 7.642 3.542 -4.222
C 5.990 5.463 -8.257
H 8.879 4.905 -5.233
H 9.134 3.344 -5.917
H 8.350 3.543 -3.393
H 7.075 2.613 -4.277
H 6.872 4.259 -3.936
H 5.401 4.610 -7.919
H 6.485 5.223 -9.198
H 5.431 6.383 -8.427
O -7.115 8.774 -7.636
S -5.910 8.054 -8.048
O -4.648 8.709 -8.339
O -5.518 6.963 -6.870
C -6.550 6.278 -6.144
C -6.466 6.607 -4.680
C -6.316 6.873 -9.383
H -6.500 5.192 -6.225
H -7.521 6.596 -6.524
H -7.331 6.152 -4.198
H -6.373 7.677 -4.492
H -5.511 6.205 -4.343
H -6.941 6.044 -9.048
H -5.305 6.523 -9.590
H -6.837 7.335 -10.222
O 11.492 -3.133 4.890
S 11.554 -2.606 6.241
O 11.190 -3.471 7.357
O 13.124 -2.209 6.510
C 13.927 -1.392 5.710
C 14.071 0.121 6.135
C 10.753 -0.932 6.507
H 13.596 -1.451 4.673
H 14.978 -1.680 5.672
H 14.313 -0.003 7.190
H 13.069 0.550 6.131
H 14.740 0.787 5.589
H 10.947 -0.345 5.609
H 11.071 -0.426 7.419
H 9.674 -1.078 6.548
O 4.513 5.241 14.738
S 3.878 3.935 14.657
O 2.969 3.440 15.706
O 3.051 3.690 13.260
C 3.687 4.289 12.134
C 2.778 4.447 10.898
C 5.251 2.628 14.373
H 4.493 3.641 11.791
H 4.109 5.275 12.332
H 2.218 3.516 10.809
H 3.259 4.617 9.934
H 2.104 5.299 10.984
H 5.981 2.999 13.654
H 4.660 1.885 13.838
H 5.643 2.350 15.352
O -2.552 -8.792 2.706
S -2.150 -8.023 1.531
O -2.573 -6.647 1.413
O -0.439 -8.102 1.317
C 0.282 -7.379 2.196
C 1.724 -7.086 1.944
C -2.651 -8.975 0.052
H 0.015 -7.872 3.131
H -0.063 -6.346 2.178
H 2.321 -7.995 1.869
H 2.130 -6.756 2.901
H 1.958 -6.480 1.069
H -3.545 -9.582 0.196
H -1.759 -9.598 -0.028
H -2.873 -8.300 -0.775
O 6.912 5.355 4.708
S 7.771 6.378 4.173
O 9.113 6.032 3.719
O 6.948 7.138 2.980
C 7.762 7.991 2.122
C 6.890 8.388 1.003
C 8.003 7.832 5.351
H 8.516 7.324 1.704
H 8.205 8.841 2.640
H 6.124 9.154 1.129
H 6.606 7.493 0.450
H 7.478 8.805 0.186
H 7.803 7.416 6.338
H 7.125 8.441 5.138
H 8.998 8.242 5.174
O -11.499 -1.963 -9.058
S -10.255 -1.545 -8.484
O -10.117 -0.310 -7.776
O -9.611 -2.747 -7.516
C -9.052 -2.373 -6.295
C -8.995 -3.663 -5.441
C -9.052 -1.670 -9.979
H -9.646 -1.692 -5.686
H -8.048 -1.959 -6.388
H -8.629 -4.480 -6.063
H -9.895 -4.064 -4.975
H -8.286 -3.625 -4.614
H -9.343 -0.810 -10.583
H -9.067 -2.640 -10.475
H -8.014 -1.456 -9.723
O -2.378 -4.728 -13.701
S -2.680 -3.378 -13.209
O -3.685 -2.565 -13.786
O -3.043 -3.608 -11.567
C -2.200 -4.442 -10.745
C -2.923 -4.426 -9.381
C -1.031 -2.484 -13.038
H -1.193 -4.072 -10.550
H -2.292 -5.509 -10.947
H -3.927 -4.840 -9.468
H -2.909 -3.420 -8.962
H -2.416 -5.056 -8.649
H -0.733 -2.023 -13.980
H -0.348 -3.270 -12.714
H -1.299 -1.692 -12.339

HOMO-LUMO gap ... 10.8 eV
Total energy ... -8915.6528 hartree
SMILES string ... CCOS(C)(=O)=O.CCOS(C)(=O)=O.CCOS(C)(=O)=O.CCOS(C)(=O)=O.CCOS(C)(=O)=O.CCOS(C)(=O)=O.CCOS(C)(=O)=O.CCOS(C)(=O)=O.CCOS(C)(=O)=O.CCOS(C)(=O)=O.CCOS(C)(=O)=O.CCOS(C)(=O)=O
Energy above the lowest of the compared OMol25 structures with the same formula, charge and spin ... 1115.2 kJ/mol
Total charge ... 0
HOMO level ... -0.3969 Eh
E_LUMO ... 0.00 eV

Atom charges from the Mulliken analysis, given in e for atoms 1 to 99: atom 1 (O): -0.615, atom 2 (S): 1.166, atom 3 (O): -0.584, atom 4 (O): -0.308, atom 5 (C): -0.016, atom 6 (C): -1.286, atom 7 (C): -0.927, atom 8 (H): 0.269, atom 9 (H): 0.256, atom 10 (H): 0.373, atom 11 (H): 0.307, atom 12 (H): 0.335, atom 13 (H): 0.371, atom 14 (H): 0.335, atom 15 (H): 0.324, atom 16 (O): -0.579, atom 17 (S): 1.097, atom 18 (O): -0.572, atom 19 (O): -0.340, atom 20 (C): -0.261, atom 21 (C): -1.050, atom 22 (C): -0.873, atom 23 (H): 0.271, atom 24 (H): 0.362, atom 25 (H): 0.289, atom 26 (H): 0.380, atom 27 (H): 0.306, atom 28 (H): 0.294, atom 29 (H): 0.348, atom 30 (H): 0.331, atom 31 (O): -0.589, atom 32 (S): 1.138, atom 33 (O): -0.560, atom 34 (O): -0.333, atom 35 (C): -0.115, atom 36 (C): -1.355, atom 37 (C): -0.829, atom 38 (H): 0.289, atom 39 (H): 0.359, atom 40 (H): 0.348, atom 41 (H): 0.381, atom 42 (H): 0.306, atom 43 (H): 0.292, atom 44 (H): 0.326, atom 45 (H): 0.342, atom 46 (O): -0.566, atom 47 (S): 1.074, atom 48 (O): -0.588, atom 49 (O): -0.284, atom 50 (C): -0.179, atom 51 (C): -1.214, atom 52 (C): -0.936, atom 53 (H): 0.418, atom 54 (H): 0.270, atom 55 (H): 0.361, atom 56 (H): 0.313, atom 57 (H): 0.300, atom 58 (H): 0.359, atom 59 (H): 0.329, atom 60 (H): 0.343, atom 61 (O): -0.607, atom 62 (S): 1.191, atom 63 (O): -0.629, atom 64 (O): -0.247, atom 65 (C): -0.349, atom 66 (C): -1.064, atom 67 (C): -0.833, atom 68 (H): 0.304, atom 69 (H): 0.332, atom 70 (H): 0.355, atom 71 (H): 0.307, atom 72 (H): 0.284, atom 73 (H): 0.275, atom 74 (H): 0.337, atom 75 (H): 0.344, atom 76 (O): -0.595, atom 77 (S): 1.131, atom 78 (O): -0.582, atom 79 (O): -0.315, atom 80 (C): -0.258, atom 81 (C): -1.191, atom 82 (C): -0.839, atom 83 (H): 0.326, atom 84 (H): 0.400, atom 85 (H): 0.347, atom 86 (H): 0.301, atom 87 (H): 0.310, atom 88 (H): 0.308, atom 89 (H): 0.318, atom 90 (H): 0.338, atom 91 (O): -0.587, atom 92 (S): 1.135, atom 93 (O): -0.579, atom 94 (O): -0.327, atom 95 (C): -0.309, atom 96 (C): -0.937, atom 97 (C): -0.925, atom 98 (H): 0.324, atom 99 (H): 0.321

---

Record 4
Density functional theory data (ωB97M-V with the def2-TZVPD basis set) for one molecule with the formula C6H10.

Atoms and positions in Å:
C -1.062 0.374 -0.701
C -0.104 1.378 -0.057
C 1.274 0.730 -0.174
C 1.249 -0.713 0.256
C 0.188 -1.368 0.735
C -1.203 -0.988 0.307
H -0.594 0.142 -1.701
H -2.038 0.788 -0.973
H -0.424 1.466 0.984
H -0.078 2.399 -0.476
H 2.008 1.204 0.496
H 1.656 0.866 -1.196
H 2.211 -1.208 0.296
H 0.385 -2.175 1.457
H -1.886 -1.215 1.191
H -1.581 -1.680 -0.442

HOMO-LUMO gap ... 9.9 eV
Total energy ... -234.5573 hartree
SMILES string ... C1=CCCCC1
Energy above the lowest of the compared OMol25 structures with the same formula, charge and spin ... 118.7 kJ/mol
Total charge ... 0
HOMO level ... -0.3194 Eh
E_LUMO ... 1.17 eV

Taken from the natural (NBO) analysis, the atomic charges in e are: atom 1 (C): -0.384, atom 2 (C): -0.413, atom 3 (C): -0.437, atom 4 (C): -0.191, atom 5 (C): -0.206, atom 6 (C): -0.454, atom 7 (H): 0.200, atom 8 (H): 0.212, atom 9 (H): 0.200, atom 10 (H): 0.210, atom 11 (H): 0.219, atom 12 (H): 0.205, atom 13 (H): 0.197, atom 14 (H): 0.207, atom 15 (H): 0.220, atom 16 (H): 0.218